Record 1
C2H6S in the gas phase, computed with ωB97M-V/def2-TZVPD.

Geometry as XYZ:
```
9
C2H6S (ωB97M-V/def2-TZVPD)
C 0.976 -0.430 -0.158
C -0.219 0.566 -0.115
H 1.889 0.019 0.109
H 0.932 -0.882 -1.212
H 0.896 -1.117 0.720
H 0.047 1.354 -0.822
H -0.597 1.061 0.671
H -2.047 -0.343 1.047
S -1.878 -0.229 -0.239
```

As for the spin multiplicity: 1. Its SMILES is CCS. Its HOMO energy is -9.1 eV. The LUMO energy comes out at 1.02 eV. For the energy relative to the best compared isomer or geometry (same formula, charge and spin), the calculation gives 99.7 kJ/mol. The HOMO-LUMO gap comes out at 10.1 eV. The value obtained for the largest force on an atom is 0.0853 Eh/bohr. Its charge is 0. Its electronic energy is -13005.3601 eV.

Record 2
A molecular structure, C26H25CdF9NO2, computed with ωB97M-V/def2-TZVPD.

Geometry as XYZ:
```
64
C26H25CdF9NO2 (ωB97M-V/def2-TZVPD)
C 2.181 0.056 1.870
C 2.223 -0.646 0.644
C 1.860 0.246 -0.390
H 2.472 -1.685 0.524
C 1.627 1.506 0.197
C 1.827 1.390 1.583
H 1.289 2.388 -0.317
C -1.301 -1.548 2.241
C -0.204 -2.265 1.736
C -0.299 -2.269 0.327
H 0.588 -2.706 2.317
C -1.448 -1.547 -0.061
C -2.065 -1.108 1.140
H 1.795 0.016 -1.440
H 1.656 2.168 2.307
H 2.396 -0.351 2.844
H -2.948 -0.500 1.211
H 0.408 -2.723 -0.343
H -1.505 -1.336 3.277
Cd -0.003 -0.020 1.012
C -1.979 -1.339 -1.463
C -3.488 -1.610 -1.443
C -1.297 -2.289 -2.443
H -3.682 -2.621 -1.086
H -3.906 -1.501 -2.438
H -4.000 -0.919 -0.776
H -1.488 -3.327 -2.175
H -0.218 -2.134 -2.452
H -1.676 -2.125 -3.445
C -1.682 0.117 -1.845
C -2.220 0.639 -3.159
H -0.598 0.258 -1.851
H -2.039 0.778 -1.056
O -3.127 0.125 -3.805
N -1.619 1.782 -3.604
C -0.432 2.412 -3.072
H -1.943 2.077 -4.511
C 0.885 1.835 -3.538
C 2.067 2.458 -3.142
H 2.021 3.330 -2.500
C 3.297 1.968 -3.548
H 4.204 2.464 -3.231
C 3.366 0.835 -4.350
H 4.326 0.448 -4.663
C 2.196 0.203 -4.740
H 2.239 -0.680 -5.363
C 0.963 0.702 -4.338
H 0.055 0.208 -4.656
H -0.460 2.387 -1.984
H -0.473 3.468 -3.342
F -1.878 1.547 4.380
C -1.428 0.410 5.029
F -1.345 0.701 6.380
F -2.434 -0.536 4.959
C -0.003 -0.020 4.432
O -0.003 -0.020 3.012
C 0.973 1.134 4.922
F 0.982 1.261 6.301
F 2.291 0.936 4.582
F 0.574 2.353 4.403
C 0.486 -1.373 5.070
F 0.565 -1.256 6.447
F -0.358 -2.436 4.819
F 1.741 -1.716 4.608
```

As for the spin multiplicity: 1. Its HOMO energy (spin up / spin down) is -3.5 / -3.5 eV. The LUMO energy (spin up / spin down) comes out at 2.61 / 2.58 eV. The HOMO-LUMO gap (spin up / spin down) comes out at 6.1 / 6.1 eV. The value obtained for the largest force on an atom is 0.1712 Eh/bohr. Its charge is -1. Its electronic energy is -61972.6472 eV.

Record 3
2 unconnected molecules or ions with the total composition C6H12O2S2, computed with ωB97M-V/def2-TZVPD.

Geometry as XYZ:
```
22
C6H12O2S2 (ωB97M-V/def2-TZVPD)
C 0.980 1.585 1.433
C 1.967 0.935 0.416
C 0.440 0.665 0.412
C 0.403 -2.793 -1.216
C -2.200 1.272 -0.216
C -0.331 -1.333 1.120
O -0.323 0.320 -2.089
O -0.193 2.610 -1.264
S -0.994 -2.057 -0.352
S -0.491 1.209 -0.980
H 1.184 1.205 2.415
H 0.877 2.746 1.410
H 2.286 1.382 -0.582
H 2.571 0.105 0.749
H 0.196 -2.520 -2.318
H 0.415 -3.885 -1.080
H 1.389 -2.338 -0.802
H -2.130 1.729 0.664
H -2.712 1.879 -0.912
H -2.533 0.278 -0.140
H -1.251 -1.134 1.735
H 0.451 -1.860 1.598
```

As for the spin multiplicity: 1. Its HOMO energy is -8.2 eV. The LUMO energy comes out at 0.34 eV. For the energy relative to the best compared isomer or geometry (same formula, charge and spin), the calculation gives 564.3 kJ/mol. The HOMO-LUMO gap comes out at 8.5 eV. The value obtained for the largest force on an atom is 0.0964 Eh/bohr. Its charge is 0. Its electronic energy is -32177.1854 eV.

Record 4
C7H13N3O4 in the gas phase, computed with ωB97M-V/def2-TZVPD.

Geometry as XYZ:
```
27
C7H13N3O4 (ωB97M-V/def2-TZVPD)
C -1.155 -0.741 -0.222
C 0.292 -0.434 0.179
C -1.947 0.455 0.309
C -3.394 0.480 -0.147
C 2.326 0.921 -0.413
C 3.280 -0.280 -0.320
C 2.460 1.828 0.796
H -1.430 -1.799 1.398
H -1.021 -2.767 0.136
H -1.215 -0.694 -1.320
H -1.512 1.432 0.053
H -1.986 0.401 1.383
H -5.010 -0.666 -0.477
H -3.575 -1.524 0.234
H 0.525 0.781 -1.489
H 2.646 1.459 -1.338
H 1.913 1.380 1.628
H 2.012 2.821 0.576
H 3.492 1.971 1.066
H 3.776 -1.816 -1.267
N -1.631 -1.981 0.401
N -4.033 -0.701 -0.156
N 0.968 0.488 -0.624
O 0.823 -1.003 1.121
O -3.943 1.511 -0.568
O 4.275 -0.337 0.375
O 3.064 -1.187 -1.310
```

As for the spin multiplicity: 1. Its SMILES is C[C@H](NC(=O)[C@@H](N)CC(N)=O)C(=O)O. Its HOMO energy is -9.6 eV. The LUMO energy comes out at 0.41 eV. For the energy relative to the best compared isomer or geometry (same formula, charge and spin), the calculation gives 37.4 kJ/mol. The HOMO-LUMO gap comes out at 10.0 eV. The value obtained for the largest force on an atom is 0.0403 Eh/bohr. Its charge is 0. Its electronic energy is -20131.7525 eV.

Record 5
A molecular structure, C10H24IN2, computed with ωB97M-V/def2-TZVPD.

Geometry as XYZ:
```
37
C10H24IN2 (ωB97M-V/def2-TZVPD)
C -4.253 -1.878 -0.434
C -3.648 0.218 0.830
C -3.466 0.237 -1.574
C 4.757 1.179 -1.604
C 3.782 1.619 0.762
C -0.028 -0.247 1.952
C -1.735 -1.098 -0.194
C -3.255 -0.675 -0.333
C 4.384 0.651 -0.234
C 0.022 0.395 0.625
N 5.209 -0.294 0.207
N -0.831 0.010 -0.263
I 2.125 -0.977 -0.465
H -4.272 -2.464 -1.402
H -4.051 -2.575 0.386
H -5.295 -1.443 -0.498
H -3.375 -0.157 1.873
H -4.771 0.096 0.804
H -3.294 1.244 0.798
H -2.776 1.035 -1.292
H -3.032 -0.163 -2.513
H -4.495 0.410 -1.706
H 5.362 0.320 -2.052
H 5.226 2.162 -1.482
H 3.855 1.368 -2.139
H 0.322 1.427 0.603
H 2.911 1.104 1.316
H 4.622 1.883 1.472
H 0.675 0.158 2.583
H -1.000 -0.217 2.477
H 0.109 -1.307 1.940
H -1.528 -1.704 -1.046
H -1.674 -1.637 0.763
H 4.997 -0.833 1.015
H 5.907 -0.885 -0.260
H -1.019 0.436 -1.162
H 3.535 2.600 0.246
```

As for the spin multiplicity: 1. Its HOMO energy is -11.5 eV. The LUMO energy comes out at -3.51 eV. For the energy relative to the best compared isomer or geometry (same formula, charge and spin), the calculation gives 0.0 kJ/mol. The HOMO-LUMO gap comes out at 8.0 eV. The value obtained for the largest force on an atom is 0.0662 Eh/bohr. Its charge is +1. Its electronic energy is -21832.2837 eV.

Record 6
A gas-phase ion, C8H10NO2 (charge +1), computed with ωB97M-V/def2-TZVPD.

Geometry as XYZ:
```
21
C8H10NO2 (ωB97M-V/def2-TZVPD)
C -0.212 -1.590 0.823
C -1.358 -0.973 0.945
C 0.736 -0.738 0.115
C 4.223 -0.769 -0.689
C 0.664 1.717 0.754
C -1.895 0.168 0.185
C -0.900 0.646 -0.902
C 0.584 0.671 -0.328
N 2.102 -1.361 -0.107
O 0.418 1.597 1.910
O 3.003 -0.539 -0.685
H 0.177 -2.457 1.395
H -2.072 -1.471 1.665
H 4.830 -0.088 -1.258
H 4.698 -1.625 -0.157
H 0.901 2.808 0.337
H -2.746 -0.325 -0.322
H -2.187 0.977 0.852
H -1.014 0.035 -1.813
H -1.355 1.632 -1.246
H 1.546 0.933 -0.987
```

As for the spin multiplicity: 1. Its HOMO energy (spin up / spin down) is -13.5 / -13.5 eV. The LUMO energy (spin up / spin down) comes out at -5.76 / -5.76 eV. For the energy relative to the best compared isomer or geometry (same formula, charge and spin), the calculation gives 644.3 kJ/mol. The HOMO-LUMO gap (spin up / spin down) comes out at 7.7 / 7.7 eV. The value obtained for the largest force on an atom is 0.1436 Eh/bohr. Its charge is +1. Its electronic energy is -14030.3147 eV.

Which formula does entry 1 have? C2H6S